{
  "formula": "C52H134N8O21",
  "method": "ωB97M-V with the def2-TZVPD basis set",
  "elements": ["C", "O", "C", "C", "N", "C", "C", "O", "C", "H", "H", "H", "H", "H", "H", "H", "H", "H", "H", "H", "H", "H", "H", "H", "C", "O", "C", "C", "N", "C", "C", "O", "C", "H", "H", "H", "H", "H", "H", "H", "H", "H", "H", "H", "H", "H", "H", "H", "C", "O", "C", "C", "N", "C", "C", "O", "C", "H", "H", "H", "H", "H", "H", "H", "H", "H", "H", "H", "H", "H", "H", "H", "C", "O", "C", "C", "N", "C", "C", "O", "C", "H", "H", "H", "H", "H", "H", "H", "H", "H", "H", "H", "H", "H", "H", "H", "C", "O", "C", "C", "N", "C", "C", "O", "C", "H", "H", "H", "H", "H", "H", "H", "H", "H", "H", "H", "H", "H", "H", "H", "C", "O", "C", "C", "N", "C", "C", "O", "C", "H", "H", "H", "H", "H", "H", "H", "H", "H", "H", "H", "H", "H", "H", "H", "C", "O", "C", "C", "N", "C", "C", "O", "C", "H", "H", "H", "H", "H", "H", "H", "H", "H", "H", "H", "H", "H", "H", "H", "C", "O", "C", "C", "N", "C", "C", "O", "C", "H", "H", "H", "H", "H", "H", "H", "H", "H", "H", "H", "H", "H", "H", "H", "O", "C", "C", "O", "H", "H", "H", "H", "H", "H", "O", "C", "C", "O", "H", "H", "H", "H", "H", "H", "O", "H", "H"],
  "coordinates": [[-5.50565, -2.96155, -0.80235], [-4.18082, -3.00253, -1.26627], [-3.75602, -4.36228, -1.65230], [-2.21625, -4.43826, -1.73297], [-1.61395, -3.34760, -2.50052], [-0.12063, -3.51524, -2.40859], [0.38274, -4.64484, -3.31598], [0.22509, -5.92893, -2.76053], [0.90971, -6.88558, -3.58495], [-5.67297, -3.71353, -0.05251], [-6.23266, -3.07103, -1.64558], [-5.68556, -1.99856, -0.32476], [-4.22396, -4.72212, -2.60667], [-4.08645, -5.04918, -0.91662], [-1.98147, -5.35434, -2.25689], [-1.85464, -4.50314, -0.70855], [-1.81759, -2.51211, -1.97936], [0.13643, -3.77247, -1.37218], [0.39354, -2.59980, -2.76338], [1.40740, -4.42252, -3.54062], [-0.15063, -4.54299, -4.28006], [1.99534, -6.69061, -3.62643], [0.51178, -6.96948, -4.60746], [0.70981, -7.86182, -3.11989], [-1.15564, 2.95622, -7.38122], [-0.90240, 3.36187, -6.05749], [-2.08448, 3.98244, -5.54019], [-1.80876, 4.27229, -4.07403], [-1.80732, 3.10346, -3.26049], [-1.51892, 3.33901, -1.89979], [-2.75295, 4.03523, -1.30063], [-2.59318, 3.86120, 0.05135], [-3.69748, 4.27781, 0.85411], [-1.86220, 2.11092, -7.40382], [-0.22518, 2.64610, -7.83390], [-1.53098, 3.78052, -7.99363], [-2.97938, 3.37123, -5.78756], [-2.22304, 4.90580, -6.14004], [-2.68665, 4.90756, -3.71631], [-0.91355, 4.91302, -3.93907], [-1.16143, 2.43203, -3.70772], [-0.66681, 4.00367, -1.70304], [-1.40602, 2.35511, -1.41126], [-3.62864, 3.51477, -1.72724], [-2.81426, 5.09630, -1.57876], [-4.08070, 5.28872, 0.64308], [-3.35303, 4.34791, 1.88022], [-4.51377, 3.55939, 0.83649], [5.43363, -10.34595, -1.02853], [4.19718, -9.94362, -1.44531], [3.38046, -9.52273, -0.31743], [3.85190, -8.28786, 0.44082], [4.10999, -7.12169, -0.32705], [4.43731, -5.96437, 0.47942], [5.04761, -4.80458, -0.39669], [3.96225, -4.31497, -1.14984], [4.38044, -3.54340, -2.25457], [5.48463, -10.92050, -0.09556], [6.17341, -9.52654, -0.98942], [5.84175, -10.96538, -1.86057], [3.29491, -10.33936, 0.35659], [2.36891, -9.30040, -0.74018], [4.73628, -8.50128, 1.05204], [3.02100, -8.06676, 1.12379], [3.29654, -6.93498, -0.89565], [5.19283, -6.25250, 1.21985], [3.59028, -5.60211, 1.09569], [5.78246, -5.21462, -1.07330], [5.44837, -4.02229, 0.24145], [4.67786, -2.52450, -1.92591], [3.46125, -3.41296, -2.85384], [5.20657, -4.06182, -2.77152], [-0.74127, 2.10429, 2.34217], [-1.00556, 2.59347, 3.68000], [-0.27618, 1.98727, 4.67137], [-0.96884, 2.29390, 5.94899], [-1.18866, 3.71618, 6.08839], [-1.55992, 4.21848, 7.43035], [-2.84854, 3.58728, 7.84286], [-3.89181, 3.74647, 6.89156], [-4.28184, 5.05724, 6.79655], [-0.54059, 1.02327, 2.44363], [0.13999, 2.61284, 1.86301], [-1.68183, 2.21914, 1.78724], [0.74920, 2.34709, 4.76625], [-0.27608, 0.87502, 4.65021], [-0.33482, 1.96948, 6.78369], [-1.94297, 1.85207, 5.85939], [-1.90645, 3.99311, 5.46028], [-1.66506, 5.27933, 7.35073], [-0.79961, 3.98177, 8.19843], [-3.15248, 4.04127, 8.78519], [-2.73261, 2.51856, 8.01391], [-4.66968, 5.46314, 7.75211], [-5.11043, 5.11163, 6.10839], [-3.49123, 5.70246, 6.33695], [6.05668, 2.01368, 0.38501], [4.84220, 2.42148, -0.27859], [4.43761, 1.40311, -1.15332], [3.15098, 1.84553, -1.76124], [2.55808, 0.80786, -2.64422], [1.57707, 1.34619, -3.57273], [2.14985, 1.93971, -4.83409], [2.79225, 0.84565, -5.56155], [3.71760, 1.23907, -6.50360], [6.13906, 2.76916, 1.16224], [6.97463, 1.95770, -0.22790], [5.93776, 1.07315, 0.91384], [4.26670, 0.46534, -0.57424], [5.23174, 1.27105, -1.92992], [3.32794, 2.81067, -2.23918], [2.48027, 2.02083, -0.89086], [3.27583, 0.39911, -3.20267], [1.10540, 2.17689, -3.10375], [0.81352, 0.60879, -3.77044], [2.91379, 2.67273, -4.58491], [1.34400, 2.45636, -5.40001], [4.41078, 2.02465, -6.15706], [3.22176, 1.64748, -7.40862], [4.30360, 0.46364, -6.97862], [1.27841, 5.92724, 2.13491], [1.91011, 5.98444, 0.86285], [1.13971, 5.22840, -0.01955], [1.81261, 5.17891, -1.37196], [1.82580, 6.51481, -2.00858], [2.69020, 6.52331, -3.20102], [4.12087, 6.07879, -3.10916], [4.21279, 4.71922, -3.52653], [5.44554, 4.12560, -3.36408], [1.21963, 4.93033, 2.60788], [0.21679, 6.14938, 1.97077], [1.75226, 6.65609, 2.77763], [0.11702, 5.66813, -0.01731], [1.07431, 4.13927, 0.20521], [1.30071, 4.49529, -2.05156], [2.83595, 4.82049, -1.30092], [2.06995, 7.28984, -1.41523], [2.51972, 7.50069, -3.67018], [2.24297, 5.79768, -3.87886], [4.45266, 6.11812, -2.02949], [4.73997, 6.78106, -3.69341], [6.13664, 4.47454, -4.17082], [5.45308, 3.04119, -3.31408], [5.88420, 4.39584, -2.41446], [-8.52324, 3.44298, 2.11919], [-7.59316, 2.49227, 2.68349], [-7.24357, 1.48984, 1.76993], [-6.32297, 0.52195, 2.39847], [-5.07996, 1.25912, 2.61894], [-3.95127, 0.58642, 3.28949], [-3.58046, -0.70620, 2.50281], [-2.33648, -1.23032, 3.02195], [-2.08344, -2.49362, 2.51543], [-8.18808, 3.77116, 1.10701], [-8.73784, 4.27114, 2.82810], [-9.51366, 2.91731, 2.07298], [-6.72695, 1.83809, 0.85177], [-8.20379, 0.91405, 1.43429], [-6.10635, -0.24590, 1.62503], [-6.67926, 0.07962, 3.34222], [-5.14696, 2.18316, 3.01335], [-4.07778, 0.31498, 4.38351], [-3.01327, 1.21804, 3.33093], [-3.55894, -0.46719, 1.43653], [-4.37306, -1.45843, 2.65064], [-2.04614, -2.44828, 1.39003], [-2.74113, -3.30810, 2.82661], [-1.10999, -2.70178, 2.87514], [0.94760, -7.64412, 3.70279], [0.95090, -6.31625, 4.16531], [1.83248, -5.43707, 3.50512], [1.57337, -3.98274, 3.91585], [2.56998, -3.05071, 3.35009], [2.22641, -1.70784, 3.67440], [3.04661, -0.62858, 2.97619], [2.37750, 0.60146, 3.12168], [2.91673, 1.52783, 2.24885], [-0.00634, -8.16902, 3.98071], [1.74457, -8.22884, 4.24817], [1.17338, -7.83208, 2.64414], [1.66193, -5.55647, 2.44352], [2.88047, -5.63558, 3.76263], [1.60270, -3.84468, 4.99294], [0.56047, -3.70484, 3.56168], [2.58215, -3.14474, 2.33304], [2.31463, -1.57795, 4.75021], [1.17024, -1.42918, 3.45800], [3.04417, -0.92437, 1.88505], [4.08773, -0.57844, 3.35911], [2.31157, 2.44713, 2.29692], [2.93868, 1.22154, 1.21443], [3.93112, 1.80905, 2.63259], [-0.73560, -0.12004, -1.75757], [-0.68345, -0.57881, -0.38085], [0.52382, 0.15720, 0.15200], [1.75220, -0.42614, -0.31102], [-1.63377, -0.34201, -2.05777], [-1.59631, -0.28588, 0.14748], [-0.57072, -1.69273, -0.33308], [0.70310, 0.06066, 1.19812], [0.45617, 1.22216, -0.21506], [1.90129, -0.20395, -1.25938], [-3.51994, -0.33224, -1.81717], [-4.27451, 0.70077, -2.43277], [-5.41126, 1.26527, -1.59500], [-6.38483, 0.28187, -1.48183], [-3.98323, -1.18231, -1.78059], [-3.57645, 1.48855, -2.72775], [-4.71538, 0.31275, -3.39542], [-5.72456, 2.12936, -2.16733], [-5.10809, 1.48854, -0.53448], [-7.03903, 0.76084, -0.95726], [1.47255, -3.13729, 0.20776], [1.49118, -2.18838, 0.03834], [2.26817, -3.40216, -0.25588]],
  "charge": 0,
  "smiles": "COCCNCCOC.COCCNCCOC.COCCNCCOC.COCCNCCOC.COCCNCCOC.COCCNCCOC.COCCNCCOC.COCCNCCOC.OCCO.OCCO.O",
  "relative_energy_kcal_mol": 0.0,
  "largest_force_ha_per_bohr": 0.057,
  "homo_ev": -8.07,
  "gap_ev": 8.7
}